The following is a quantum chemistry calculation of a molecular structure, C12H11EuO4P, from OMol25.

Molar mass: 402.2 g/mol
<S²>: 15.776
Kohn-Sham gap (alpha / beta): 4.56 / 4.78 eV
Calculated total energy: -49398.5332 eV
Multiplicity: 8
ΔE to the lowest compared entry with this formula, charge and spin: 14.5366 eV
Total charge: +2
HOMO (alpha / beta): -0.5538 / -0.5539 hartree

Each line ends with the Mulliken charge.
CARTESIAN COORDINATES (ANGSTROEM)
Eu1 2.63646 -1.19827 0.43341  0.45
O1 1.95652 -3.71713 1.87305  -0.03
C1 2.23417 -2.80120 1.34515  0.37
C2 2.82107 -1.20963 -1.44156  0.38
O2 2.88972 -1.20492 -2.53273  -0.05
C3 3.08528 0.35041 1.41203  0.42
O3 3.30030 1.26147 1.97680  -0.03
C4 4.53472 -1.71377 0.54235  0.19
O4 5.58423 -1.99939 0.60175  -0.01
C5 -0.19850 1.38755 1.46656  -1.30
P1 0.18162 -0.01694 0.34898  0.31
C6 -0.35316 -1.22793 1.61697  -1.27
C7 -1.19234 0.51080 -0.71578  1.03
C8 -0.90712 1.10782 -1.95437  -0.53
C9 -1.94637 1.55670 -2.77048  -0.61
C10 -3.27530 1.42387 -2.36039  -0.51
C11 -3.56738 0.83464 -1.13074  -0.75
C12 -2.53202 0.37377 -0.31552  -0.32
H1 0.37891 1.27686 2.39884  0.44
H2 -1.27284 1.44792 1.74323  0.50
H3 0.10682 2.33265 0.98144  0.37
H4 0.36857 -1.23983 2.46099  0.45
H5 -0.41028 -2.23266 1.16001  0.36
H6 -1.34747 -0.98745 2.02970  0.42
H7 0.12236 1.22350 -2.28191  0.28
H8 -1.72423 2.01363 -3.72970  0.40
H9 -4.08110 1.78438 -2.99098  0.41
H10 -4.59879 0.73611 -0.80466  0.41
H11 -2.79384 -0.07298 0.63755  0.23